No. 1
24
Properties=species:S:1:pos:R:3:mulliken_charge:R:1 method="wB97M-V/def2-TZVPD" e_homo_ev=-15.126 orbital_gap_ev=9.404 lumo_ev=-5.72 charge=+1
In 3.12 -5.94 10.54 1.75
F 1.75 -7.19 10.73 -0.47
F 4.50 -4.40 10.97 -0.63
C 3.82 -8.23 13.42 -1.30
C 5.19 -7.91 12.79 0.71
C 5.92 -8.84 12.01 -1.28
O 4.96 -6.86 11.77 -0.60
H 3.09 -8.72 12.76 0.31
H 3.31 -7.34 13.82 0.31
H 3.98 -8.88 14.27 0.40
H 5.78 -7.35 13.52 0.27
H 5.27 -9.26 11.25 0.26
H 6.48 -9.66 12.38 0.39
H 6.73 -8.24 11.45 0.30
H 5.11 -5.95 12.04 0.37
C -0.65 -4.86 11.02 -0.78
C 0.25 -4.10 9.99 -0.23
O 1.78 -4.45 9.96 -0.56
H -1.59 -5.20 10.59 0.31
H -0.90 -4.27 11.91 0.30
H 0.01 -5.69 11.34 0.13
H 0.28 -3.05 10.24 0.31
H -0.04 -4.23 8.95 0.33
H 2.15 -3.51 10.11 0.42

***

No. 2
20
Properties=species:S:1:pos:R:3:mulliken_charge:R:1 method="wB97M-V/def2-TZVPD" e_homo_ev=-14.722 orbital_gap_ev=10.928 smiles=CC(C)CC[NH3+] lumo_ev=-3.79 charge=+1 e_above_lowest_ev=0.712
C 2.17 0.96 0.14 -1.51
C 0.70 0.55 0.49 0.60
C -0.07 1.80 0.95 -1.37
C 0.06 -0.16 -0.70 -1.00
C -1.35 -0.66 -0.51 -0.50
N -1.36 -2.21 -0.32 -0.33
H 2.29 1.25 -0.91 0.37
H 2.85 0.20 0.50 0.37
H 2.39 1.92 0.58 0.43
H 0.89 -0.08 1.33 0.23
H 0.01 1.99 2.01 0.33
H 0.17 2.68 0.35 0.40
H -1.12 1.60 0.72 0.35
H 0.13 0.49 -1.56 0.39
H 0.78 -0.93 -0.99 0.46
H -1.92 -0.55 -1.43 0.27
H -1.95 -0.34 0.33 0.46
H -2.18 -2.59 -0.80 0.35
H -0.52 -2.66 -0.68 0.34
H -1.43 -2.48 0.66 0.36

***

No. 3
20
Properties=species:S:1:pos:R:3:mulliken_charge:R:1 method="wB97M-V/def2-TZVPD" e_homo_ev=-13.485 orbital_gap_ev=10.025 lumo_ev=-3.46 charge=+1 e_above_lowest_ev=0.795
C 0.15 0.93 1.28 -0.13
C 0.04 -0.38 1.47 -0.09
C 1.14 -1.33 1.87 -1.26
C -1.03 1.80 0.94 -1.12
H 1.09 1.47 1.34 0.31
H -0.95 -0.83 1.44 0.43
H 1.06 -1.63 2.92 0.34
H 1.04 -2.26 1.30 0.32
H 2.11 -0.90 1.67 0.30
H -1.96 1.23 0.87 0.30
H -0.87 2.35 0.01 0.31
H -1.21 2.57 1.70 0.38
C 0.39 -0.54 -2.66 -0.85
N -0.57 -0.23 -1.57 -0.22
H 0.98 -1.42 -2.42 0.33
H -0.15 -0.68 -3.60 0.37
H 1.11 0.26 -2.76 0.35
H -0.09 0.12 -0.70 0.12
H -1.09 -1.05 -1.25 0.40
H -1.19 0.52 -1.86 0.39

***

No. 4
20
Properties=species:S:1:pos:R:3:mulliken_charge:R:1 method="wB97M-V/def2-TZVPD" e_homo_ev=-15.240 orbital_gap_ev=11.586 smiles=CC(C)CC[NH3+] lumo_ev=-3.65 charge=+1 e_above_lowest_ev=0.443
C 0.31 0.53 -1.49 -1.40
C 0.71 -0.41 -0.36 0.87
C 2.19 -0.83 -0.33 -1.52
C 0.27 0.03 1.05 -0.75
C -1.11 0.73 1.11 -0.85
N -2.21 -0.10 0.48 -0.21
H -0.79 0.59 -1.58 0.24
H 0.53 0.18 -2.50 0.40
H 0.76 1.52 -1.38 0.34
H 0.19 -1.36 -0.58 0.12
H 2.26 -1.76 0.22 0.38
H 2.49 -1.00 -1.36 0.38
H 2.81 0.01 -0.01 0.40
H 0.32 -0.69 1.86 0.42
H 0.98 0.82 1.32 0.36
H -1.00 1.63 0.51 0.38
H -1.36 0.91 2.15 0.41
H -3.11 0.06 0.93 0.38
H -2.26 0.24 -0.47 0.32
H -1.99 -1.09 0.44 0.33

***

No. 5
20
Properties=species:S:1:pos:R:3:mulliken_charge:R:1 method="wB97M-V/def2-TZVPD" e_homo_ev=-14.953 orbital_gap_ev=7.147 lumo_ev=-7.81 charge=+1 e_above_lowest_ev=4.643
C 1.02 2.59 -1.11 -0.72
C -0.60 0.27 0.96 -0.48
C -0.16 -1.07 0.46 0.67
C -0.39 -1.19 -1.05 -1.23
C -0.85 -2.21 1.21 -1.52
N 1.38 1.50 -0.22 -0.30
H 1.25 2.29 -2.16 0.29
H 1.53 3.53 -0.93 0.36
H -1.60 0.55 0.62 0.38
H 0.50 1.03 0.37 0.05
H 0.93 -1.24 0.62 0.23
H -0.03 -2.14 -1.44 0.39
H -1.47 -1.13 -1.29 0.37
H 0.07 -0.35 -1.57 0.29
H -0.66 -2.19 2.27 0.41
H -0.52 -3.17 0.80 0.40
H -1.95 -2.13 1.11 0.39
H -0.55 0.36 2.05 0.43
H 2.13 1.86 0.38 0.32
H -0.05 2.84 -1.07 0.27

***

No. 6
21
Properties=species:S:1:pos:R:3:lowdin_spin:R:1 method="wB97M-V/def2-TZVPD" e_homo_ev="1.401 / -4.570" orbital_gap_ev="2.333 / 8.175" lumo_ev="3.73 / 3.61" s_squared=0.7504 multiplicity=2 charge=-1 e_above_lowest_ev=2.594
C 3.12 -0.54 -0.11 0.05
C 1.77 0.20 -0.43 0.03
N 0.65 -0.46 0.17 0.01
C -0.88 1.19 -0.91 0.05
C -0.65 0.18 0.32 0.07
C -1.81 -0.79 0.57 0.28
N -3.13 0.13 0.53 0.08
H 2.82 -1.66 -0.31 0.01
H 3.33 -0.52 0.93 0.01
H 4.14 -0.27 -0.61 0.01
H 1.96 1.16 0.00 0.01
H 1.41 0.42 -1.49 0.00
H 0.99 -1.19 0.73 0.02
H -1.87 1.61 -0.81 0.01
H 0.02 2.03 -0.85 0.01
H -0.94 0.89 -1.95 0.01
H -0.44 0.76 1.16 0.03
H -1.72 -1.55 -0.19 0.05
H -1.65 -1.40 1.57 0.11
H -3.80 -0.59 0.20 0.09
H -3.33 0.39 1.50 0.08

***

Molar mass / g mol⁻¹: 258.98 88.17 88.17 88.17 88.17 102.18
Max |F| / hartree/bohr: 0.08906 0.04611 0.02050 0.03211 0.07188 0.07588
E_tot / a.u.: -738.96726 -253.39208 -253.38903 -253.40197 -253.24764 -308.26772